No. 1
{
  "formula": "C20H18NO8",
  "method": "the ωB97M-V functional and the def2-TZVPD basis",
  "e_tot_ha": -1429.562349,
  "lumo_energy_ev": 2.26,
  "total_charge": -1,
  "de_lowest_kcal_mol": 0.00,
  "fmax_ev_per_a": 2.37,
  "symbols": ["C", "O", "C", "C", "C", "C", "C", "O", "C", "C", "C", "C", "N", "O", "O", "C", "C", "C", "C", "O", "O", "C", "C", "C", "O", "C", "O", "C", "C", "H", "H", "H", "H", "H", "H", "H", "H", "H", "H", "H", "H", "H", "H", "H", "H", "H", "H"],
  "xyz": [[3.388457, 1.380089, 5.575551], [3.328905, 2.247168, 4.409552], [2.577490, 1.920681, 3.341947], [2.585129, 2.847124, 2.264910], [1.975350, 2.498880, 1.055412], [1.370050, 1.225116, 0.918407], [0.873981, 0.774853, -0.442259], [-0.799877, 0.997169, -0.269021], [-1.809566, 1.260539, -1.070003], [-1.778194, 2.258204, -2.097364], [-2.801085, 2.409645, -3.025467], [-3.989906, 1.670012, -2.945563], [-5.118142, 1.928659, -3.808004], [-6.178664, 1.270562, -3.654402], [-4.985821, 2.832026, -4.677305], [-4.069431, 0.702183, -1.925204], [-3.075421, 0.550058, -0.967549], [0.935283, -0.669913, -0.721310], [1.907927, -1.582204, -0.134549], [2.891579, -1.290974, 0.524854], [1.754892, -2.926242, -0.459919], [0.518264, -3.356735, -1.065564], [-0.613843, -3.420178, -0.012360], [0.834268, -4.754993, -1.651407], [0.146162, -2.434694, -2.122279], [0.279268, -1.087996, -1.925679], [-0.098516, -0.329116, -2.793961], [1.114161, 0.447618, 2.066223], [1.732621, 0.769165, 3.288990], [4.116587, 1.867300, 6.234827], [2.402552, 1.332726, 6.067478], [3.733500, 0.368754, 5.302433], [3.182592, 3.752863, 2.367958], [2.025622, 3.165643, 0.199639], [1.183907, 1.360979, -1.308664], [-0.891387, 2.904552, -2.174679], [-2.699872, 3.150377, -3.825047], [-4.972682, 0.096324, -1.901702], [-3.206028, -0.184517, -0.173451], [-0.790074, -2.414216, 0.451490], [-1.549318, -3.792192, -0.494970], [-0.317818, -4.140466, 0.787391], [1.696020, -4.626741, -2.319842], [1.118136, -5.424765, -0.819069], [-0.035430, -5.168082, -2.185426], [0.474475, -0.462772, 1.973853], [1.633892, 0.077527, 4.141102]],
  "forces_ev_per_a": [[-0.21, 0.52, -0.91], [0.59, -0.17, 1.33], [-1.54, -0.57, -0.84], [0.13, -0.92, 0.17], [0.21, -1.21, 0.66], [-0.72, 0.70, -0.32], [-0.80, -0.89, 0.50], [-0.35, 0.09, 0.58], [-0.63, 0.19, -1.21], [0.25, -0.21, -0.03], [-0.03, 0.61, -0.07], [0.75, -0.50, 0.82], [-0.81, 0.44, -1.11], [1.98, 1.22, -0.30], [-0.45, -1.73, 1.56], [-0.34, 0.37, 0.18], [0.95, 0.11, -0.36], [0.62, -0.77, 0.35], [-0.36, 0.98, -0.25], [-0.35, -0.34, -0.02], [-0.63, -0.21, -0.30], [0.06, 0.77, 0.44], [-0.05, 0.00, 0.23], [-0.06, 0.84, 0.16], [0.13, -1.50, -0.03], [0.86, 0.39, 0.63], [-0.50, -0.17, -0.31], [0.43, -0.03, -0.10], [0.44, 0.45, -0.58], [-0.25, -0.23, -0.17], [0.33, -0.05, -0.16], [-0.15, 0.36, 0.06], [-0.26, -0.16, 0.01], [0.06, -0.10, 0.08], [-0.45, 0.46, 0.28], [-0.39, -0.49, -0.05], [-0.06, -0.24, 0.39], [0.18, 0.10, 0.24], [0.15, 0.11, -0.23], [0.14, -0.89, -0.53], [0.67, 0.37, 0.34], [-0.21, 0.53, -0.55], [-0.33, -0.22, 0.07], [-0.16, 0.35, -0.40], [0.35, 0.21, 0.15], [0.75, 0.88, 0.07], [0.06, 0.55, -0.47]]
}


No. 2
{
  "formula": "C20H18O2",
  "method": "the ωB97M-V functional and the def2-TZVPD basis",
  "e_tot_ha": -923.251755,
  "lumo_energy_ev": 0.71,
  "total_charge": 0,
  "fmax_ev_per_a": 3.41,
  "symbols": ["C", "C", "C", "C", "C", "O", "C", "C", "C", "C", "C", "C", "C", "C", "C", "C", "C", "C", "C", "C", "C", "O", "H", "H", "H", "H", "H", "H", "H", "H", "H", "H", "H", "H", "H", "H", "H", "H", "H", "H"],
  "xyz": [[4.353947, 2.462691, -0.715284], [3.141519, 2.468088, -0.833269], [1.727591, 2.651745, -0.994657], [0.521614, 2.774643, -1.035942], [-0.941172, 2.920086, -0.930373], [-1.099914, 4.004331, -0.036264], [-1.621589, 1.694721, -0.349971], [-1.381657, 0.453212, -1.255977], [-1.802622, -0.801733, -0.475334], [-3.174769, -1.006513, -0.325276], [-3.707992, -2.137679, 0.263042], [-2.823393, -3.093595, 0.711428], [-1.432881, -2.916807, 0.634488], [-0.897577, -1.759019, 0.013021], [0.518695, -1.513699, -0.007534], [1.349024, -1.958050, -1.078170], [2.712468, -1.684426, -1.086677], [3.296027, -0.946676, -0.079602], [2.524056, -0.552882, 1.028095], [1.138545, -0.768846, 1.049129], [0.349755, -0.314811, 2.248775], [0.578685, 1.038204, 2.503652], [5.427189, 2.360108, -0.658799], [-1.329944, 3.125648, -1.922137], [-0.335515, 4.631730, -0.144229], [-2.693409, 1.866066, -0.238309], [-1.198280, 1.482741, 0.634451], [-2.037068, 0.570912, -2.144454], [-0.342075, 0.374629, -1.582514], [-3.891218, -0.287393, -0.702096], [-4.791843, -2.209061, 0.374574], [-3.200935, -4.005138, 1.196313], [-0.748698, -3.690441, 0.977580], [0.838862, -2.552469, -1.868285], [3.320761, -2.052611, -1.930952], [4.403763, -0.737321, -0.086084], [3.016406, -0.029006, 1.861828], [0.649825, -0.905333, 3.117635], [-0.700098, -0.499181, 2.149717], [0.283919, 1.543133, 1.718462]],
  "forces_ev_per_a": [[-1.30, -0.30, -0.26], [-0.25, 0.73, -0.24], [1.07, -0.38, 0.45], [1.17, -0.97, -0.21], [1.08, 0.29, 0.37], [0.21, 1.44, 0.18], [0.74, -0.68, -0.55], [-0.80, -0.07, 0.67], [-0.23, 0.15, -0.92], [-0.21, -0.03, -0.12], [0.11, 0.45, 0.02], [0.60, -1.15, 0.89], [-0.38, 0.68, -0.86], [-2.32, -0.60, 0.53], [3.31, 0.80, -0.17], [-1.35, -0.14, 0.68], [0.01, -0.36, -1.16], [0.88, 0.18, 1.19], [0.19, 0.25, -0.56], [-0.02, -1.26, -0.77], [0.44, -0.48, -0.15], [-0.02, 1.22, 0.00], [-0.61, 0.12, 0.05], [-0.32, 0.22, -0.28], [-1.22, -0.94, 0.10], [0.10, 0.13, 0.06], [-0.21, 0.17, -0.01], [0.47, -0.26, 0.33], [-0.10, 0.12, 0.09], [0.20, 0.27, -0.13], [0.39, -0.26, -0.03], [0.17, 0.40, -0.28], [-0.18, 0.18, 0.08], [0.69, 0.51, 0.49], [-0.35, 0.26, 0.53], [-1.40, -0.24, -0.04], [-0.42, -0.21, -0.43], [0.22, 0.29, 0.15], [-0.76, -0.24, -0.34], [0.40, -0.30, 0.66]]
}


No. 3
{
  "formula": "C20H19BCl2F4N7O7SSeZr",
  "method": "the ωB97M-V functional and the def2-TZVPD basis",
  "e_tot_ha": -5875.090536,
  "lumo_energy_ev": -4.41,
  "total_charge": 1,
  "de_lowest_kcal_mol": 0.00,
  "fmax_ev_per_a": 0.51,
  "symbols": ["Zr", "O", "C", "O", "C", "O", "C", "C", "O", "O", "H", "H", "H", "H", "H", "Cl", "C", "Cl", "H", "H", "N", "C", "C", "C", "C", "C", "C", "S", "O", "O", "N", "C", "N", "C", "C", "C", "N", "H", "H", "H", "H", "H", "H", "H", "H", "H", "F", "B", "F", "F", "F", "Se", "N", "C", "C", "C", "C", "N", "C", "N", "H", "H", "H"],
  "xyz": [[0.685636, -0.464584, 0.903759], [3.353894, -3.033696, 0.584824], [2.354017, -2.415694, -0.083021], [2.391147, -1.065909, 0.020175], [2.243537, -2.995832, -1.490773], [0.903643, -3.096201, -1.899812], [0.223944, -4.077880, -1.154510], [0.144323, -3.712302, 0.310985], [-0.582350, -4.161683, 1.125035], [1.025679, -2.674861, 0.663703], [3.558407, -2.486633, 1.359080], [2.739143, -3.971599, -1.507672], [2.753262, -2.308887, -2.162467], [0.705121, -5.059918, -1.240814], [-0.794085, -4.147006, -1.528299], [0.127582, 2.795220, 0.044884], [1.364625, 2.996574, -1.223389], [2.832912, 2.135880, -0.771344], [1.574900, 4.054621, -1.321878], [0.974334, 2.574212, -2.142072], [-5.978614, 3.136409, -0.991819], [-4.997463, 2.195345, -0.921252], [-4.776474, 1.311975, -1.992175], [-3.771285, 0.377008, -1.930691], [-2.962425, 0.310959, -0.798133], [-3.170315, 1.169420, 0.279967], [-4.177398, 2.103756, 0.215836], [-1.706299, -0.877581, -0.735415], [-2.062077, -2.039618, -1.475303], [-1.384047, -1.083759, 0.715580], [-0.238121, -0.277073, -1.090666], [0.112718, -0.086076, -2.425179], [-0.892130, -0.017956, -3.298423], [-0.559030, 0.149828, -4.572028], [0.757823, 0.271836, -4.983029], [1.712813, 0.215894, -3.984146], [1.404402, 0.033921, -2.702413], [-6.670205, 3.075419, -1.717153], [-6.247177, 3.633250, -0.161660], [-5.412256, 1.364394, -2.866790], [-3.604475, -0.310623, -2.747099], [-2.571318, 1.079928, 1.175607], [-4.356442, 2.760555, 1.057662], [-1.378085, 0.190780, -5.281281], [1.022472, 0.409381, -6.020304], [2.769263, 0.315151, -4.209835], [-0.486314, 0.879965, 2.311814], [-0.738699, -0.046130, 3.484597], [0.014082, 0.384907, 4.528348], [-0.120601, -1.240568, 2.903209], [-2.054262, -0.181581, 3.669281], [3.011181, -2.182459, 4.412198], [3.408111, -0.722243, 5.307560], [3.144129, 0.307483, 4.526990], [3.274179, 1.686505, 4.852236], [2.876946, 2.584138, 3.913987], [2.311541, 2.150636, 2.677935], [2.201146, 0.898371, 2.319702], [2.655600, -0.028128, 3.220817], [2.537292, -1.304489, 2.942047], [3.659558, 1.980654, 5.818735], [2.938052, 3.647437, 4.094527], [1.924523, 2.889152, 1.989780]],
  "forces_ev_per_a": [[0.02, -0.43, 0.02], [-0.02, -0.02, 0.00], [0.04, 0.03, -0.08], [-0.25, 0.28, 0.21], [0.02, 0.01, 0.03], [-0.02, -0.02, -0.02], [0.06, -0.02, 0.00], [-0.17, -0.02, -0.06], [0.07, -0.03, 0.00], [-0.06, 0.21, 0.08], [-0.01, 0.00, -0.02], [0.00, 0.00, 0.01], [-0.01, 0.00, 0.00], [0.01, 0.00, -0.01], [0.00, 0.01, 0.02], [-0.07, -0.01, -0.03], [0.01, -0.05, 0.03], [0.05, 0.11, -0.03], [0.00, 0.00, 0.03], [0.01, -0.01, 0.02], [0.00, 0.02, -0.01], [0.04, -0.04, 0.00], [-0.01, 0.02, 0.01], [-0.03, -0.02, -0.03], [0.10, -0.10, 0.00], [0.01, 0.00, 0.01], [-0.01, 0.01, 0.01], [-0.06, 0.22, -0.05], [-0.02, -0.02, -0.03], [0.00, -0.08, 0.13], [0.22, -0.03, 0.45], [-0.05, 0.08, -0.33], [0.01, -0.02, 0.09], [0.00, -0.02, -0.01], [0.00, 0.01, 0.01], [0.01, -0.03, -0.03], [-0.02, -0.02, 0.09], [-0.01, 0.00, 0.00], [-0.01, 0.00, 0.00], [0.00, 0.00, 0.00], [0.00, 0.00, -0.01], [-0.01, 0.02, 0.00], [0.00, 0.00, 0.00], [0.01, 0.01, 0.00], [0.00, 0.00, 0.00], [0.00, 0.01, 0.00], [0.05, 0.12, -0.12], [0.04, 0.11, -0.15], [-0.01, 0.00, 0.00], [0.14, 0.02, -0.21], [0.01, 0.00, 0.04], [0.03, 0.04, -0.01], [0.04, 0.05, 0.08], [0.02, -0.09, -0.14], [-0.01, 0.08, -0.01], [0.01, -0.02, 0.02], [0.04, -0.02, 0.04], [-0.21, -0.18, -0.21], [-0.04, 0.01, 0.10], [0.03, -0.18, 0.06], [-0.01, 0.02, 0.00], [0.00, 0.00, 0.01], [0.00, 0.00, -0.01]]
}